Below is a cluster of 9 separate species, C20H50N4O11 in total at a distorted geometry, with properties calculated with wB97M-V/def2-TZVPD.

F_max   0.0942 hartree/bohr
Gap between HOMO and LUMO (alpha / beta)   7.78 / 2.63 eV
HOMO level (alpha / beta)   -0.409 / -0.409 Ha
Electronic energy   -1838.20559 Eh
Spin multiplicity   2
Expectation value of S²   0.7731
Net charge   +1

Each line ends with the Löwdin charge.
CARTESIAN COORDINATES (ANGSTROEM)
H 3.80 -8.36 -23.16  0.118
H 1.86 -11.53 -14.92  0.079
C 7.18 -3.36 -22.20  -0.023
H -2.54 -8.02 -20.35  0.070
H 1.20 -6.87 -23.52  0.111
H 3.58 -5.87 -19.55  0.038
O 7.20 -11.76 -22.52  -0.027
C 6.25 -9.81 -19.66  -0.076
O 3.85 -4.01 -21.12  0.033
N 6.03 -4.16 -21.61  -0.161
H 4.59 -7.96 -24.57  0.099
H 7.62 -4.76 -16.64  0.148
C 6.89 -10.83 -21.73  -0.321
H 7.27 -12.95 -20.27  0.090
O 2.72 -10.47 -16.26  -0.139
H 2.94 -8.30 -24.82  0.123
C 6.88 -4.35 -17.34  -0.382
H 0.74 -10.31 -15.51  0.071
H 1.85 -5.09 -17.82  0.084
H -3.75 -8.98 -21.07  0.087
O 5.80 -4.90 -17.47  -0.004
C 4.82 -3.65 -21.70  -0.372
H 4.86 -2.78 -22.38  0.147
O 1.38 -10.35 -19.10  0.108
C 3.61 -7.84 -24.10  0.056
C -1.60 -9.82 -20.91  -0.330
H 6.59 -9.80 -21.98  0.117
N 6.58 -11.00 -20.43  -0.188
C 1.96 -6.23 -23.06  0.069
C 6.88 -12.17 -19.61  -0.024
C 1.48 -4.60 -18.72  -0.188
C 1.78 -10.49 -15.23  -0.164
H 7.63 -11.80 -18.91  0.095
H 0.26 -7.84 -17.76  0.062
H 7.94 -3.86 -22.80  0.085
H 6.59 -4.95 -19.80  0.074
H -1.88 -5.90 -17.83  0.091
O 2.24 -3.55 -19.22  -0.112
H 4.61 -5.78 -25.19  0.157
H -0.92 -7.98 -21.63  0.124
O -0.86 -10.18 -19.80  0.078
H 2.10 -9.76 -14.48  0.084
C -0.61 -9.03 -21.69  -0.090
H 5.97 -1.59 -17.84  0.101
O -1.11 -6.40 -18.10  -0.117
H 9.15 -3.45 -18.31  0.083
H 1.47 -5.37 -19.50  0.064
H -1.83 -10.74 -21.43  0.156
H 7.06 -2.49 -22.85  0.091
H 2.32 -7.48 -18.23  0.053
H -3.18 -9.38 -19.43  0.091
C 6.16 -2.36 -18.60  0.013
N 3.21 -6.37 -23.90  0.033
H 6.00 -12.57 -19.12  0.094
H 8.66 -1.82 -18.44  0.091
C 0.47 -10.01 -19.89  -0.491
C 6.45 -5.27 -20.83  -0.020
C -2.87 -9.06 -20.43  0.014
H 0.42 -4.41 -18.55  0.067
O 3.54 -4.17 -24.57  0.202
H 5.76 -8.97 -20.16  0.063
H -1.42 -8.32 -17.44  0.071
H 2.69 -3.74 -20.05  -0.009
H 6.44 -1.98 -19.58  0.073
H 7.29 -5.83 -21.25  0.107
H 3.95 -7.00 -17.76  0.091
N 7.21 -3.22 -17.91  -0.179
H 7.68 -3.05 -21.28  0.075
H 3.50 -8.57 -18.47  0.065
H 9.06 -2.61 -16.84  0.093
H 5.24 -2.93 -18.73  0.072
H 2.16 -6.54 -22.03  0.111
H -0.59 -7.40 -16.28  0.084
H 5.50 -5.81 -20.78  0.075
H -0.60 -9.29 -22.75  0.135
H 5.64 -9.87 -18.76  0.090
C -0.70 -7.51 -17.36  -0.159
C 8.55 -2.69 -17.80  -0.062
H 1.56 -5.25 -23.31  0.112
H 7.15 -9.27 -19.37  0.090
O 3.53 -6.81 -19.73  -0.140
O 0.60 -9.20 -20.93  0.064
C 3.82 -5.34 -24.57  -0.235
H 2.42 -10.95 -17.04  0.049
C 3.36 -7.49 -18.53  -0.160